# 1
The following is a DFT calculation (ωB97M-V with the def2-TZVPD basis set) of a 2-piece molecular cluster, C4H14N overall.

Summary:
- Spin multiplicity: 2
- F_max: 0.85 eV/Å
- Charge: 0
- Energy: -215.42120 a.u.
- Gap between HOMO and LUMO (spin up / spin down): 5.007 / 11.847 eV
- HOMO level (spin up / spin down): -3.93 / -11.20 eV
- Expectation value of S²: 0.7505

Geometry as XYZ:
```
19
Properties=species:S:1:pos:R:3:forces:R:3
N 0.747 0.807 2.343 -0.60 -0.25 -0.01
C -0.895 -0.179 -2.119 0.39 -0.35 0.57
C 1.809 1.351 3.242 0.49 -0.33 0.21
C 0.136 -1.228 -2.582 -0.40 0.54 -0.51
C -2.002 -0.889 -1.345 0.16 -0.69 -0.35
H 2.737 1.468 2.690 -0.10 0.06 -0.09
H -0.253 -1.707 -3.481 -0.02 -0.26 0.03
H -1.286 0.355 -2.985 -0.05 0.10 0.02
H 0.202 1.602 1.933 -0.06 -0.21 -0.23
H 1.968 0.658 4.060 0.02 -0.13 0.00
H -2.845 -0.280 -1.037 -0.01 0.24 0.04
H -0.414 0.549 -1.454 -0.06 0.01 -0.19
H 0.061 0.181 2.845 0.07 0.38 0.15
H -2.379 -1.720 -1.947 -0.26 0.11 -0.19
H 0.285 -1.991 -1.825 0.17 -0.04 0.13
H 1.492 2.301 3.650 -0.15 0.11 -0.08
H -1.582 -1.404 -0.479 0.03 0.31 0.25
H 1.071 0.175 1.564 0.34 0.38 0.05
H 1.090 -0.789 -2.877 0.04 0.03 0.21
```
Forces are in eV/Å.

=====

# 2
The following is a DFT calculation (ωB97M-V with the def2-TZVPD basis set) of a 2-piece molecular cluster, C3H9NO overall.

Summary:
- F_max: 1.40 eV/Å
- SMILES string: NC=O.CC
- Charge: 0
- Energy: -249.68990 a.u.
- Gap between HOMO and LUMO: 11.083 eV
- HOMO level: -10.18 eV

Geometry as XYZ:
```
14
Properties=species:S:1:pos:R:3:forces:R:3
O 0.969 -2.699 -2.970 -0.34 0.02 -0.16
N 2.995 -1.708 -2.738 0.66 0.36 -0.46
C -2.562 1.396 2.604 0.61 0.22 1.23
C 2.146 -2.668 -3.216 0.22 -0.02 0.74
C -1.250 1.821 1.943 -0.48 0.37 -0.54
H 3.864 -1.505 -3.205 0.11 -0.60 -0.13
H -3.073 0.701 1.947 -0.53 0.19 0.09
H -1.469 1.982 0.881 0.28 -0.38 -0.05
H -0.474 1.071 2.068 0.12 0.03 -0.17
H -2.428 0.904 3.576 0.41 -0.35 -0.31
H 2.666 -3.499 -3.712 0.08 0.10 -0.31
H -0.877 2.803 2.228 0.06 -0.12 0.61
H -3.131 2.257 2.958 -0.48 0.04 -0.87
H 2.625 -0.858 -2.366 -0.75 0.15 0.32
```
Forces are in eV/Å.

=====

# 3
The following is a DFT calculation (ωB97M-V with the def2-TZVPD basis set) of a 6-piece molecular cluster, C6H7Cl17 overall.

Summary:
- F_max: 1.34 eV/Å
- SMILES string: ClC(Cl)Cl.ClC(Cl)Cl.ClC(Cl)Cl.ClC(Cl)Cl.ClC(Cl)Cl.ClCCl
- Charge: 0
- Energy: -8056.02737 a.u.
- Gap between HOMO and LUMO: 11.196 eV
- HOMO level: -11.06 eV

Geometry as XYZ:
```
30
Properties=species:S:1:pos:R:3:forces:R:3
Cl -1.990 2.418 4.005 -0.23 0.07 0.12
Cl -3.587 -4.159 -6.558 -0.54 -0.25 -0.14
Cl 2.362 1.004 -1.536 -0.20 -0.29 -0.11
Cl -0.026 -4.785 5.123 0.00 0.30 0.00
Cl -0.564 0.814 -2.140 0.98 0.29 0.73
Cl -2.376 0.431 6.126 0.12 0.54 -0.18
Cl -4.443 -2.707 -4.130 0.08 -0.13 -0.43
Cl 2.479 -5.026 3.688 -0.39 0.89 0.92
Cl 9.214 -1.345 -1.511 0.58 -0.12 -0.47
Cl 1.232 -2.369 3.999 0.07 -0.46 0.38
Cl -5.215 3.284 -1.783 0.04 0.77 -0.81
Cl 9.034 -0.383 1.241 0.28 0.21 -0.06
Cl 7.169 -2.315 0.275 -0.12 0.09 -0.21
Cl 0.654 3.274 -1.029 -0.13 -0.78 0.01
Cl -4.494 -1.332 -6.718 -0.08 -0.51 0.10
Cl -0.183 2.329 6.225 0.40 0.13 0.25
Cl -6.075 4.531 -4.447 0.74 -0.10 0.96
C 1.489 -3.936 4.792 0.09 -0.75 -0.82
C -3.725 -2.615 -5.748 0.90 0.76 0.09
C -1.837 2.109 5.732 -0.41 -0.73 0.17
C -4.718 4.140 -3.306 -0.13 -0.90 -0.23
C 0.743 1.464 -1.055 -0.60 0.86 -0.24
C 8.175 -0.928 -0.198 -0.79 0.08 0.58
H 7.528 -0.117 -0.530 0.06 -0.25 0.16
H -2.683 -2.308 -5.662 -0.35 0.15 0.39
H -4.123 5.024 -3.073 -0.51 -0.04 0.08
H -2.478 2.767 6.318 0.15 -0.02 -0.37
H 0.562 1.135 -0.032 -0.07 -0.08 -0.38
H -4.101 3.404 -3.821 -0.12 0.27 0.00
H 1.976 -3.804 5.758 0.22 0.04 -0.48
```
Forces are in eV/Å.

=====

# 4
The following is a DFT calculation (ωB97M-V with the def2-TZVPD basis set) of a 2-piece molecular cluster, C2H4NP overall.

Summary:
- F_max: 3.16 eV/Å
- Charge: 0
- Energy: -474.51391 a.u.
- Gap between HOMO and LUMO (spin up / spin down): 7.282 / 8.102 eV
- HOMO level (spin up / spin down): -8.62 / -8.66 eV

Geometry as XYZ:
```
8
Properties=species:S:1:pos:R:3:forces:R:3
P -3.119 0.102 0.449 -0.47 1.39 -1.54
N -1.996 -0.725 -0.863 1.01 0.94 2.02
C -1.370 -0.115 0.029 0.84 -0.93 -1.67
C 0.974 -0.290 0.524 -2.61 0.04 -1.79
H 1.261 0.764 0.708 -0.35 -1.15 0.44
H -3.378 1.338 -0.444 0.27 -1.30 1.32
H 0.386 -1.034 1.057 0.89 0.57 1.11
H 1.165 -0.709 -0.464 0.42 0.43 0.10
```
Forces are in eV/Å.

=====

# 5
The following is a DFT calculation (ωB97M-V with the def2-TZVPD basis set) of one molecule with the formula C4H10FN.

Summary:
- F_max: 2.12 eV/Å
- SMILES string: CN[C@@H](C)CF
- Charge: 0
- Energy: -312.99046 a.u.
- Gap between HOMO and LUMO: 9.852 eV
- HOMO level: -8.71 eV

Geometry as XYZ:
```
16
Properties=species:S:1:pos:R:3:forces:R:3
F -0.771 -0.193 2.056 0.00 -0.02 0.67
N 1.176 -0.276 0.298 -0.22 0.12 -0.16
C -0.145 1.031 -1.385 0.75 -0.79 0.27
C 0.718 -1.679 0.075 -1.67 0.13 1.30
C -1.073 0.493 0.903 -1.86 -0.36 -0.36
C 0.156 0.809 0.142 1.82 0.68 -0.70
H 0.182 -2.158 0.974 1.03 0.72 -0.89
H -1.778 -0.130 0.316 0.39 0.08 0.24
H -0.068 -1.829 -0.707 0.89 0.73 0.19
H 0.574 1.770 0.585 -0.09 -1.23 -0.59
H 1.713 -0.196 1.185 -0.96 -0.12 -1.02
H -0.871 1.760 -1.680 -0.94 0.50 0.62
H 1.570 -2.267 -0.193 0.44 -0.45 -0.14
H -1.621 1.392 1.179 -0.06 0.18 0.07
H 0.731 1.404 -1.938 0.11 -0.64 0.44
H -0.493 0.069 -1.810 0.38 0.46 0.07
```
Forces are in eV/Å.

=====

# 6
The following is a DFT calculation (ωB97M-V with the def2-TZVPD basis set) of one molecule with the formula C25H22N2O5S.

Summary:
- F_max: 0.86 eV/Å
- SMILES string: O=C(COc1ccccc1-c1ccccc1)Nc1ccc(S(=O)(=O)NCc2ccco2)cc1
- Charge: 0
- Energy: -1849.76080 a.u.
- Gap between HOMO and LUMO: 8.948 eV
- HOMO level: -8.47 eV

Geometry as XYZ:
```
55
Properties=species:S:1:pos:R:3:forces:R:3
S 3.612 0.147 0.863 -0.59 -0.23 -0.44
O -4.835 0.835 0.752 -0.27 -0.19 -0.10
O -2.456 3.456 0.540 0.02 0.26 0.03
O 4.334 1.303 1.300 -0.08 0.21 -0.24
O 7.219 0.284 -2.119 -0.26 0.32 -0.29
O 3.858 -1.117 1.501 -0.24 -0.06 -0.16
N 3.833 -0.026 -0.803 -0.03 0.08 0.85
N -2.225 1.214 0.958 -0.26 -0.44 0.14
C 6.708 -0.744 -0.210 -0.30 0.36 -0.42
C -5.937 1.229 -1.375 0.03 0.13 0.26
C 1.410 1.751 0.602 -0.01 -0.03 0.04
C -3.861 -1.672 -0.125 0.19 -0.10 0.14
C -4.690 -0.801 -0.976 -0.14 0.27 0.03
C -2.747 -2.313 -0.664 -0.07 0.05 0.04
C -0.849 1.008 0.929 0.46 0.02 0.01
C 8.305 -0.401 -1.711 0.42 -0.49 0.54
C -5.811 -0.441 -3.088 -0.03 0.01 -0.11
C -4.185 -1.897 1.211 -0.01 -0.04 -0.01
C -5.150 0.450 -0.537 0.05 -0.18 -0.25
C 4.919 0.725 -1.397 0.41 0.41 -0.19
C 1.862 0.483 0.911 0.57 -0.13 0.14
C -5.035 -1.224 -2.257 -0.04 0.11 0.05
C -2.920 2.367 0.787 -0.40 -0.26 -0.06
C -0.378 -0.267 1.248 -0.02 0.18 -0.06
C 6.251 0.076 -1.199 -0.22 -0.44 0.61
C 8.050 -1.053 -0.547 0.24 0.23 -0.48
C -3.415 -2.748 1.985 0.02 -0.03 0.08
C 0.978 -0.529 1.234 0.02 -0.07 0.05
C 0.054 2.021 0.607 0.00 0.12 -0.05
C -4.430 2.166 0.978 0.08 0.44 0.05
C -6.265 0.788 -2.643 0.04 -0.05 -0.03
C -2.314 -3.386 1.439 0.05 -0.06 -0.02
C -1.981 -3.164 0.112 0.02 -0.14 0.04
H -1.717 -4.052 2.043 0.06 -0.06 0.06
H -1.079 -1.046 1.509 -0.08 -0.08 0.03
H -2.475 -2.132 -1.693 0.03 0.04 -0.09
H 6.160 -1.076 0.648 -0.12 -0.07 0.16
H -6.068 -0.791 -4.077 -0.03 -0.04 -0.08
H -5.054 -1.418 1.635 -0.05 0.02 0.05
H 4.904 1.706 -0.912 0.08 0.01 -0.27
H -6.313 2.182 -1.034 -0.01 0.07 0.04
H -3.681 -2.919 3.018 -0.03 -0.02 0.08
H 1.368 -1.502 1.485 -0.04 -0.16 0.06
H 2.130 2.520 0.373 0.02 0.19 -0.05
H 8.725 -1.674 0.006 0.20 -0.12 0.06
H -4.952 2.892 0.351 0.12 -0.10 0.06
H -4.695 -2.193 -2.591 0.03 -0.09 -0.01
H -2.792 0.391 1.152 0.11 0.20 -0.09
H 9.178 -0.342 -2.329 0.06 0.06 -0.15
H -6.882 1.405 -3.278 -0.05 0.06 -0.05
H 3.864 -1.008 -1.034 -0.06 -0.22 0.05
H -1.120 -3.653 -0.318 0.08 -0.03 -0.04
H 4.725 0.855 -2.467 -0.01 0.03 0.15
H -0.313 3.007 0.373 0.02 0.01 0.00
H -4.665 2.386 2.026 0.03 0.02 -0.16
```
Forces are in eV/Å.